Formula: C3H3Br3
Source: the OMol25 dataset
Level of theory: ωB97M-V/def2-TZVPD

Each line ends with the Mulliken spin population.
Positions of all 9 atoms, in Å:
1 C -0.436 0.673 -1.258  0.00
2 C 0.568 0.104 -0.583  0.03
3 C 0.112 -0.377 1.030  0.33
4 Br -1.593 0.421 1.552  1.26
5 Br -0.050 -2.215 0.972  0.15
6 Br 1.449 0.060 2.365  0.23
7 H -0.243 0.717 -2.309  0.00
8 H -1.311 1.127 -0.925  0.00
9 H 1.504 -0.510 -0.844  0.00

Summary:
HOMO-LUMO gap (spin up / spin down): 0.23454 / 0.20685 Ha
E: -213280.0260 eV
Energy relative to the best compared isomer or geometry (same formula, charge and spin): 1.760 eV
Maximum force: 0.132 hartree/bohr
2S+1: 3